# 1
{
  "formula": "C5H17O14P2Pd2",
  "method": "the ωB97M-V functional and the def2-TZVPD basis",
  "homo_ev": [3.46, 3.65],
  "spin_multiplicity": 5,
  "charge": -3,
  "homo_lumo_gap_ev": [2.1, 2.0],
  "s_squared": 6.03,
  "species": ["Pd", "Pd", "O", "H", "P", "O", "O", "O", "O", "P", "O", "O", "O", "O", "C", "C", "O", "O", "H", "H", "H", "H", "H", "H", "C", "C", "O", "O", "H", "H", "H", "H", "H", "H", "C", "O", "H", "H", "H", "H"],
  "coordinates": [[-15.30, 7.78, -23.47], [-12.49, 7.50, -25.52], [-13.76, 6.37, -24.17], [-13.89, 5.63, -24.78], [-17.85, 7.60, -25.54], [-17.53, 8.85, -26.39], [-16.45, 7.02, -25.05], [-18.55, 6.49, -26.38], [-18.73, 7.86, -24.29], [-13.52, 9.84, -24.22], [-13.91, 11.21, -24.64], [-13.87, 9.34, -22.79], [-12.11, 9.45, -24.76], [-14.42, 8.80, -25.08], [-10.85, 4.91, -25.11], [-10.01, 5.92, -24.33], [-10.83, 6.94, -23.82], [-11.59, 5.53, -26.19], [-11.61, 4.44, -24.49], [-10.18, 4.12, -25.47], [-9.30, 6.38, -25.05], [-9.37, 5.47, -23.57], [-10.43, 7.34, -23.05], [-11.05, 5.48, -26.98], [-15.76, 4.23, -27.26], [-14.86, 3.12, -27.72], [-14.99, 1.95, -26.94], [-15.41, 4.50, -25.93], [-16.85, 4.08, -27.28], [-15.57, 5.12, -27.86], [-13.85, 3.53, -27.58], [-15.03, 2.93, -28.78], [-14.97, 2.22, -26.02], [-15.43, 5.47, -25.76], [-13.27, 4.04, -21.66], [-13.87, 3.94, -22.93], [-13.53, 3.17, -21.06], [-12.17, 3.99, -21.82], [-13.56, 4.97, -21.17], [-13.80, 4.85, -23.35]]
}

# 2
{
  "formula": "C5H17OPSi2",
  "method": "the ωB97M-V functional and the def2-TZVPD basis",
  "homo_ev": -8.35,
  "spin_multiplicity": 1,
  "charge": 0,
  "homo_lumo_gap_ev": 7.3,
  "smiles": "C[Si](C)=[PH2]O[Si](C)(C)C",
  "species": ["C", "Si", "C", "P", "O", "Si", "C", "C", "C", "H", "H", "H", "H", "H", "H", "H", "H", "H", "H", "H", "H", "H", "H", "H", "H", "H"],
  "coordinates": [[-0.50, 2.88, 1.71], [0.50, 2.42, 0.12], [0.68, 4.00, -1.01], [1.34, 0.67, -0.87], [-0.18, -0.23, 0.30], [-0.46, -1.77, 0.00], [0.17, -2.10, -1.77], [-2.25, -2.51, 0.47], [0.67, -2.95, 0.96], [0.07, 3.40, 2.51], [-1.26, 3.64, 1.29], [-1.00, 1.96, 2.03], [-0.26, 4.44, -1.02], [1.33, 4.75, -0.41], [0.89, 3.56, -1.95], [2.11, 0.01, 0.15], [2.44, 1.64, -1.23], [1.25, -2.00, -1.89], [-0.21, -3.04, -1.99], [-0.36, -1.39, -2.47], [-2.68, -1.66, 1.09], [-2.91, -2.87, -0.37], [-2.17, -3.32, 1.14], [1.40, -3.16, 0.06], [1.18, -2.51, 1.82], [0.22, -3.84, 1.33]]
}

# 3
{
  "formula": "C5H18N2O",
  "method": "the ωB97M-V functional and the def2-TZVPD basis",
  "homo_ev": -18.32,
  "relative_energy_kj_mol": 320.0,
  "spin_multiplicity": 1,
  "charge": 2,
  "homo_lumo_gap_ev": 12.3,
  "species": ["C", "C", "C", "C", "C", "N", "N", "H", "H", "H", "H", "H", "H", "H", "H", "H", "H", "H", "H", "H", "H", "H", "H", "H", "H", "O"],
  "coordinates": [[1.19, -1.16, 1.24], [0.40, 0.07, 0.98], [0.50, 0.37, -0.62], [-0.74, 0.86, -1.31], [-0.77, 2.32, -1.66], [-0.49, 2.55, -3.09], [0.93, -1.71, 2.67], [0.79, -2.02, 0.43], [2.23, -0.96, 1.00], [-0.73, -0.02, 1.01], [0.45, 0.93, 1.65], [1.24, 1.26, -0.87], [1.04, -0.54, -1.00], [-1.50, 0.46, -0.62], [-1.10, 0.26, -2.24], [-1.83, 2.97, -1.45], [-0.06, 3.01, -0.85], [0.21, 3.29, -3.29], [-1.27, 2.92, -3.69], [-0.21, 1.80, -3.71], [0.91, -0.85, 3.30], [1.81, -2.16, 3.04], [0.13, -2.31, 2.71], [-1.13, -3.53, 1.31], [-1.29, -4.12, 2.80], [-0.70, -3.69, 2.26]]
}

# 4
{
  "formula": "C5H18N2O2",
  "method": "the ωB97M-V functional and the def2-TZVPD basis",
  "homo_ev": -18.01,
  "relative_energy_kj_mol": 129.4,
  "spin_multiplicity": 1,
  "charge": 2,
  "homo_lumo_gap_ev": 11.3,
  "species": ["C", "C", "C", "C", "C", "N", "N", "H", "H", "H", "H", "H", "H", "H", "H", "H", "H", "H", "H", "H", "H", "H", "H", "O", "H", "H", "O"],
  "coordinates": [[-0.29, -1.35, -2.60], [-0.45, -0.82, -1.16], [0.52, 0.40, -1.09], [0.62, 0.88, 0.36], [0.50, 2.15, 0.70], [0.62, -0.16, 1.41], [-1.97, -0.41, -1.00], [0.82, -1.53, -2.64], [-0.48, -0.65, -3.43], [-0.49, -2.35, -2.90], [-0.35, -1.74, -0.59], [0.20, 1.23, -1.75], [1.52, 0.19, -1.46], [0.54, 2.54, 1.71], [0.18, 2.89, -0.02], [-0.34, -0.41, 1.72], [1.13, -1.05, 1.34], [1.13, 0.32, 2.18], [-2.65, -1.09, -1.30], [-2.14, -0.09, 0.00], [-2.13, 0.40, -1.61], [-2.69, 0.60, 1.88], [-3.00, -0.97, 1.89], [-2.37, -0.28, 1.65], [3.93, 0.35, 1.61], [3.16, -0.20, 0.31], [3.10, 0.02, 1.24]]
}

# 5
{
  "formula": "C5H18NO2",
  "method": "the ωB97M-V functional and the def2-TZVPD basis",
  "homo_ev": -14.93,
  "relative_energy_kj_mol": 38.9,
  "spin_multiplicity": 1,
  "charge": 1,
  "homo_lumo_gap_ev": 12.0,
  "species": ["C", "C", "C", "C", "C", "N", "H", "H", "H", "H", "H", "H", "H", "H", "H", "H", "H", "H", "H", "H", "H", "H", "O", "H", "H", "O"],
  "coordinates": [[-0.59, 0.55, 1.44], [-1.06, -0.90, 1.57], [0.02, -1.98, 1.34], [-0.25, -3.17, 2.29], [-0.01, -2.51, -0.10], [0.05, 0.82, 0.10], [0.15, 0.81, 2.18], [-1.45, 1.19, 1.64], [-1.90, -1.07, 0.91], [-1.44, -1.00, 2.57], [1.00, -1.58, 1.62], [-0.03, -4.11, 1.80], [-1.29, -3.24, 2.63], [0.40, -3.16, 3.16], [0.18, -1.75, -0.86], [0.68, -3.32, -0.30], [-1.01, -2.88, -0.30], [0.84, 1.43, 0.27], [0.28, -0.05, -0.41], [-0.58, 1.35, -0.53], [1.99, 4.58, -3.43], [2.62, 3.19, -3.71], [2.17, 3.72, -3.04], [0.13, 2.38, -2.61], [-1.37, 2.43, -2.87], [-0.73, 2.19, -2.18]]
}

# 6
{
  "formula": "C5H18NO2",
  "method": "the ωB97M-V functional and the def2-TZVPD basis",
  "homo_ev": -14.47,
  "relative_energy_kj_mol": 208.9,
  "spin_multiplicity": 1,
  "charge": 1,
  "homo_lumo_gap_ev": 11.3,
  "species": ["C", "C", "C", "C", "C", "N", "H", "H", "H", "H", "H", "H", "H", "H", "H", "H", "H", "H", "H", "H", "H", "H", "O", "H", "H", "O"],
  "coordinates": [[1.03, 0.51, 0.43], [-0.09, -0.06, 1.20], [-1.45, 0.66, 1.23], [-2.20, 0.61, -0.17], [-3.44, -0.36, -0.15], [0.76, 0.44, -1.04], [1.95, -0.04, 0.68], [1.25, 1.55, 0.71], [-0.34, -1.10, 0.76], [0.28, -0.28, 2.23], [-2.07, 0.16, 2.01], [-1.19, 1.70, 1.53], [-2.51, 1.59, -0.28], [-1.53, 0.24, -1.11], [-4.25, 0.06, 0.43], [-3.24, -1.15, 0.50], [-3.74, -0.64, -1.16], [1.47, -0.03, -1.65], [-0.22, -0.10, -1.25], [0.61, 1.39, -1.47], [3.40, 1.36, -1.77], [3.40, 2.62, -1.06], [2.75, 1.95, -1.23], [3.73, -3.36, 0.59], [2.65, -4.30, -0.03], [2.98, -3.40, 0.07]]
}

# 7
{
  "formula": "C5H18NO2",
  "method": "the ωB97M-V functional and the def2-TZVPD basis",
  "homo_ev": -14.43,
  "relative_energy_kj_mol": 95.3,
  "spin_multiplicity": 1,
  "charge": 1,
  "homo_lumo_gap_ev": 11.5,
  "species": ["C", "C", "C", "C", "C", "N", "H", "H", "H", "H", "H", "H", "H", "H", "H", "H", "H", "H", "H", "H", "H", "H", "O", "H", "H", "O"],
  "coordinates": [[0.62, 2.33, -0.29], [0.51, 1.05, 0.53], [1.35, -0.14, 0.00], [1.53, -1.19, 1.12], [2.41, -2.35, 0.65], [-0.94, 0.55, 0.54], [-0.31, 2.82, -0.55], [1.18, 3.02, 0.34], [1.29, 2.18, -1.13], [0.72, 1.20, 1.59], [2.30, 0.11, -0.46], [0.64, -0.52, -0.75], [0.71, -1.57, 1.74], [2.09, -0.51, 1.77], [2.60, -3.02, 1.49], [3.32, -2.12, 0.11], [1.73, -2.92, 0.00], [-1.54, 1.12, 1.13], [-1.32, 0.57, -0.41], [-0.88, -0.43, 0.83], [-4.17, 0.37, 0.88], [-3.93, 0.86, 2.31], [-3.57, 0.88, 1.41], [-2.66, -1.09, -4.62], [-1.49, -0.37, -4.36], [-2.19, -0.81, -3.85]]
}

# 8
{
  "formula": "C5H18NO4",
  "method": "the ωB97M-V functional and the def2-TZVPD basis",
  "homo_ev": -13.19,
  "relative_energy_kj_mol": 140.3,
  "spin_multiplicity": 1,
  "charge": 1,
  "homo_lumo_gap_ev": 10.3,
  "species": ["C", "O", "C", "C", "C", "C", "O", "N", "H", "H", "H", "H", "H", "H", "H", "H", "H", "H", "H", "H", "H", "H", "H", "H", "O", "H", "H", "O"],
  "coordinates": [[-0.97, -1.96, -0.37], [-0.39, -2.81, -1.33], [0.08, -0.89, 0.20], [0.15, -0.80, 1.70], [-0.08, 0.64, 2.18], [-1.51, 1.29, 2.05], [-1.53, 1.36, 0.59], [1.45, -1.03, -0.55], [-1.17, -2.63, 0.47], [-1.93, -1.54, -0.71], [-0.90, -2.90, -2.14], [-0.32, 0.00, -0.23], [1.01, -1.23, 2.21], [-0.73, -1.36, 2.19], [0.23, 0.59, 3.23], [0.66, 1.25, 1.64], [-1.56, 2.29, 2.47], [-2.34, 0.59, 2.19], [-1.74, 2.20, 0.17], [1.75, -2.01, -0.42], [2.17, -0.43, -0.13], [1.20, -0.81, -1.52], [1.28, -0.46, -3.74], [1.12, 1.02, -3.30], [0.92, 0.11, -3.05], [0.98, 4.21, -0.28], [2.10, 3.06, 0.02], [1.24, 3.29, -0.34]]
}

# 9
{
  "formula": "C5H18Na3O6V2",
  "method": "the ωB97M-V functional and the def2-TZVPD basis",
  "homo_ev": [-20.53, -20.53],
  "spin_multiplicity": 8,
  "charge": 4,
  "homo_lumo_gap_ev": [4.7, 4.3],
  "s_squared": 15.78,
  "species": ["Na", "Na", "Na", "V", "V", "O", "C", "C", "O", "H", "H", "H", "H", "O", "H", "H", "O", "H", "H", "O", "H", "H", "C", "C", "C", "O", "H", "H", "H", "H", "H", "H", "H", "H"],
  "coordinates": [[-15.98, -18.18, -9.37], [-16.44, -11.48, -13.22], [-14.48, -15.55, -11.48], [-17.37, -14.68, -13.70], [-16.59, -18.14, -12.88], [-17.94, -13.27, -11.99], [-17.78, -13.99, -10.77], [-17.64, -15.59, -10.76], [-17.01, -16.22, -11.85], [-18.55, -13.81, -10.02], [-16.97, -13.65, -10.12], [-18.66, -15.97, -10.76], [-17.24, -16.05, -9.86], [-20.65, -13.29, -12.86], [-20.34, -13.99, -13.42], [-19.91, -13.08, -12.29], [-14.65, -11.04, -9.65], [-15.59, -11.20, -9.60], [-14.43, -11.21, -10.57], [-19.68, -10.60, -11.21], [-19.22, -10.49, -12.05], [-19.16, -11.24, -10.73], [-15.54, -15.50, -6.64], [-16.23, -16.68, -6.02], [-17.66, -16.40, -5.51], [-16.29, -17.72, -6.96], [-14.71, -15.82, -7.26], [-15.17, -14.61, -6.13], [-16.24, -15.08, -7.36], [-15.59, -16.89, -5.17], [-17.91, -17.31, -4.97], [-18.41, -16.33, -6.29], [-17.79, -15.55, -4.83], [-16.95, -18.39, -6.77]]
}

# 10
{
  "formula": "C5H18O3",
  "method": "the ωB97M-V functional and the def2-TZVPD basis",
  "homo_ev": -11.11,
  "relative_energy_kj_mol": 53.9,
  "spin_multiplicity": 1,
  "charge": 0,
  "homo_lumo_gap_ev": 11.7,
  "smiles": "CCCCC.O.O.O",
  "species": ["C", "C", "C", "C", "C", "H", "H", "H", "H", "H", "H", "H", "H", "H", "H", "H", "H", "O", "H", "H", "O", "H", "H", "O", "H", "H"],
  "coordinates": [[0.20, 0.04, 2.27], [-0.69, -1.00, 1.58], [-0.28, -1.31, 0.18], [-0.39, -0.18, -0.84], [-1.80, 0.09, -1.35], [0.28, 0.94, 1.66], [-0.28, 0.39, 3.18], [1.20, -0.36, 2.48], [-0.60, -1.92, 2.16], [-1.71, -0.61, 1.64], [0.75, -1.70, 0.11], [-0.88, -2.13, -0.22], [0.00, 0.72, -0.39], [0.26, -0.35, -1.69], [-2.04, 1.03, -1.85], [-2.20, -0.75, -1.93], [-2.47, 0.08, -0.46], [0.97, 3.31, -3.16], [1.71, 3.69, -3.63], [0.92, 2.36, -3.33], [0.41, 5.85, -0.74], [0.84, 5.08, -0.34], [-0.52, 5.59, -0.68], [2.39, -6.15, 1.56], [1.45, -5.98, 1.48], [2.48, -6.75, 2.31]]
}

# 11
{
  "formula": "C5H18O3",
  "method": "the ωB97M-V functional and the def2-TZVPD basis",
  "homo_ev": -10.69,
  "relative_energy_kj_mol": 69.5,
  "spin_multiplicity": 1,
  "charge": 0,
  "homo_lumo_gap_ev": 11.1,
  "smiles": "CCCCC.O.O.O",
  "species": ["C", "C", "C", "C", "C", "H", "H", "H", "H", "H", "H", "H", "H", "H", "H", "H", "H", "O", "H", "H", "O", "H", "H", "O", "H", "H"],
  "coordinates": [[-1.09, 1.94, 1.18], [-1.14, 0.48, 0.69], [0.26, -0.02, 0.34], [1.15, -0.41, 1.58], [2.10, 0.75, 1.91], [-2.09, 2.37, 1.26], [-0.49, 2.53, 0.48], [-0.59, 2.00, 2.15], [-1.72, 0.49, -0.23], [-1.60, -0.13, 1.45], [0.22, -0.96, -0.23], [0.82, 0.72, -0.24], [0.48, -0.66, 2.38], [1.78, -1.24, 1.24], [2.65, 0.53, 2.82], [2.75, 0.93, 1.07], [1.67, 1.76, 2.01], [-4.72, 2.15, -1.79], [-3.81, 1.85, -1.90], [-4.87, 2.91, -2.36], [-2.26, -2.81, -1.78], [-2.45, -3.35, -2.55], [-2.16, -1.90, -2.08], [5.36, -3.16, -2.41], [5.14, -3.60, -3.23], [4.62, -3.17, -1.78]]
}

# 12
{
  "formula": "C5H19NO3",
  "method": "the ωB97M-V functional and the def2-TZVPD basis",
  "homo_ev": -8.98,
  "relative_energy_kj_mol": 401.3,
  "spin_multiplicity": 1,
  "charge": 0,
  "homo_lumo_gap_ev": 9.6,
  "smiles": "CCNC(C)C.O.O.O",
  "species": ["C", "C", "N", "C", "C", "C", "H", "H", "H", "H", "H", "H", "H", "H", "H", "H", "H", "H", "H", "O", "H", "H", "O", "H", "H", "O", "H", "H"],
  "coordinates": [[2.38, 0.54, -0.79], [1.54, -0.63, -1.19], [0.08, -0.77, -0.84], [-0.62, 0.54, -0.82], [-0.26, 1.73, -1.72], [-2.13, 0.32, -0.84], [2.44, 0.87, 0.25], [3.42, 0.06, -0.90], [2.21, 1.28, -1.49], [1.99, -1.78, -0.83], [1.37, -0.77, -2.26], [-0.36, -1.39, -1.51], [-0.20, 0.87, 0.19], [-1.10, 1.89, -2.45], [0.79, 1.63, -2.11], [-0.37, 2.71, -1.12], [-2.75, 1.13, -0.82], [-2.49, -0.47, -0.27], [-2.36, 0.04, -1.79], [-2.11, -1.19, 2.25], [-1.33, -1.33, 2.74], [-1.98, -0.84, 1.34], [1.13, -1.86, 2.34], [0.86, -2.61, 1.88], [1.33, -1.24, 1.71], [-0.33, 0.91, 3.10], [-0.84, 0.23, 3.55], [-0.32, 0.14, 2.40]]
}